# C11H28O9P2

A 3-piece molecular cluster, C11H28O9P2 overall (ωB97M-V with the def2-TZVPD basis set, the OMol25 dataset).

Element x y z (Å)
C  -2.3136  -2.3102  1.5461
P  -3.7339  -1.2064  1.1573
O  -3.8634  -0.1553  2.4206
C  -3.1709  -0.1482  -0.2423
O  -2.1195  0.7721  0.1414
C  -1.4918  1.4784  -0.8394
O  -2.0300  2.2679  -1.5834
P  -2.6060  -1.1001  -1.7706
O  -1.2929  -1.9590  -1.2779
O  -3.7609  -2.2322  -1.9704
H  -2.6941  -3.3207  1.5264
H  -1.5263  -2.1777  0.8178
H  -1.9055  -2.0968  2.5285
H  -3.0681  -0.1488  2.9580
H  -4.0384  0.4395  -0.5330
H  -0.4044  1.3309  -0.8433
H  -0.5501  -1.4499  -1.6023
H  -4.6130  -1.8896  -1.6853
C  0.4332  3.9480  -2.7769
O  1.7113  3.6933  -3.3457
C  1.6495  3.3187  -4.7111
C  1.9913  4.4717  -5.6284
O  1.0249  5.5065  -5.5582
C  1.4290  6.5990  -4.7539
H  0.5913  4.4475  -1.8217
H  -0.1724  4.5935  -3.4162
H  -0.0991  3.0161  -2.6028
H  0.6612  2.9189  -4.9579
H  2.3846  2.5215  -4.8632
H  2.0013  4.1086  -6.6609
H  2.9883  4.8579  -5.3962
H  2.1824  7.2008  -5.2743
H  1.8307  6.2675  -3.7938
H  0.5514  7.2174  -4.5737
C  1.1061  -3.7491  2.4059
O  0.3199  -3.4192  3.5380
C  0.2521  -4.4665  4.4940
C  1.1848  -4.2265  5.6597
O  2.5452  -4.2696  5.2636
C  3.1265  -2.9881  5.1057
H  1.2929  -2.8292  1.8542
H  2.0626  -4.1901  2.6938
H  0.5669  -4.4450  1.7539
H  0.4696  -5.4306  4.0256
H  -0.7761  -4.4979  4.8685
H  1.0367  -5.0220  6.3964
H  0.9527  -3.2722  6.1419
H  3.3212  -2.5321  6.0824
H  2.4888  -2.3242  4.5174
H  4.0739  -3.1182  4.5858

Gap between HOMO and LUMO: 8.727 eV
Structure (SMILES): CP(O)[C@@H](OC=O)P(O)O.COCCOC.COCCOC

# C11H29Ag3NO11P

C11H29Ag3NO11P as an isolated structure (ωB97M-V with the def2-TZVPD basis set, the OMol25 dataset).

Element x y z (Å)
Ag  -3.3043  -0.3369  1.6250
Ag  -3.7256  3.6033  1.9136
Ag  -0.2036  2.8241  2.0234
N  -1.6101  1.4945  -0.2416
O  -0.4134  1.6456  -0.2342
O  -2.0500  0.5789  -0.8871
O  -2.3159  2.0756  0.5595
C  4.8520  -2.5221  1.2516
O  4.1177  -1.8885  0.2363
P  2.8381  -2.5801  -0.5404
O  2.9874  -4.0108  -0.9890
O  1.5605  -2.4340  0.3720
C  1.3014  -1.2224  1.1020
O  2.3967  -1.5426  -1.7415
C  2.8306  -0.1963  -1.7393
H  5.9315  -2.4741  1.1084
H  4.7070  -3.5900  1.4151
H  4.8009  -1.9242  2.1616
H  0.9165  -1.3775  2.1099
H  0.4471  -0.7462  0.6209
H  2.1630  -0.5585  1.1738
H  3.4273  -0.0662  -2.6422
H  3.3473  0.1275  -0.8358
H  1.9991  0.4896  -1.9013
C  2.1210  4.8382  2.5565
O  1.8467  3.9097  1.5821
C  2.6831  2.8522  1.2547
C  3.2153  1.9838  2.3881
O  2.1337  1.3325  3.0614
C  2.6614  0.4030  3.9506
H  2.3145  4.4124  3.5410
H  1.3410  5.5845  2.7074
H  3.0870  5.3256  2.4248
H  3.5726  3.2923  0.8038
H  2.3347  2.1372  0.5094
H  3.8109  2.6422  3.0204
H  3.8375  1.1646  2.0277
H  3.0987  -0.4130  3.3752
H  1.8296  -0.1682  4.3627
H  3.2555  0.7815  4.7824
C  -4.8066  -2.1404  -5.3403
O  -3.6349  -1.8608  -4.5845
C  -3.7063  -1.0397  -3.4171
C  -4.4888  -1.5067  -2.2384
O  -5.8960  -1.2787  -2.2508
C  -6.5837  -1.6252  -1.0669
H  -5.3799  -1.2181  -5.4332
H  -5.5077  -2.8613  -4.9198
H  -4.6271  -2.4988  -6.3540
H  -4.1340  -0.0774  -3.6986
H  -2.6427  -0.8837  -3.2367
H  -4.2252  -0.8301  -1.4254
H  -4.1925  -2.5217  -1.9738
H  -5.9873  -1.7246  -0.1599
H  -7.0602  -2.5781  -1.2974
H  -7.2712  -0.8022  -0.8718

⟨S²⟩: 0.75
Gap between HOMO and LUMO (alpha / beta): 3.864 / 3.032 eV
Net charge: +3
Multiplicity: 2

# C11H29AgF3O7

C11H29AgF3O7 as an isolated structure (ωB97M-V with the def2-TZVPD basis set, the OMol25 dataset).

Element x y z (Å)
Ag  0.6387  0.1184  -0.1679
C  -2.5034  1.3029  0.1096
O  -3.0739  -0.0374  -0.0517
O  -1.2230  1.3236  0.3153
C  -2.8768  2.0128  -1.1933
F  -2.4710  1.3343  -2.2820
F  -4.2092  2.1954  -1.3031
F  -2.3172  3.2359  -1.2638
C  -4.2037  -0.3242  0.7113
C  -4.5779  -1.7691  0.5351
H  -4.7176  -2.0179  -0.5192
H  -3.7885  -2.4372  0.8900
H  -5.4944  -1.9731  1.0872
H  -5.0705  0.2954  0.4434
H  -3.9991  -0.1187  1.7737
H  -3.0566  1.7908  0.9391
C  4.2605  0.0641  -0.8411
C  3.6052  -1.2732  -0.5345
C  4.0084  -1.7837  0.8457
O  2.2647  -1.2805  -0.7534
H  5.3484  -0.0120  -0.7586
H  3.9338  0.8310  -0.1328
H  4.0302  0.4330  -1.8409
H  4.0606  -2.0004  -1.2396
H  5.0865  -1.9564  0.8987
H  3.5400  -2.7461  1.0613
H  3.7154  -1.0810  1.6325
C  2.2040  1.9130  2.3255
O  2.0166  1.8438  0.9017
H  1.9360  2.9109  2.6793
H  1.4854  1.2244  2.7566
H  3.2292  1.6598  2.5931
H  2.5460  2.5261  0.4800
C  0.6343  2.7205  -2.1633
O  1.0989  1.3742  -2.1171
H  1.4232  3.3820  -2.5375
H  -0.2587  2.8035  -2.7818
H  0.3687  3.0244  -1.1544
H  1.1328  1.0015  -3.0013
C  -0.7790  -1.2336  2.4780
O  0.5566  -1.0487  2.0103
H  -1.2942  -0.2661  2.4549
H  -1.3276  -1.8889  1.8060
H  -0.8181  -1.5635  3.5171
H  1.2003  -1.2854  2.6805
C  -0.9053  -2.4735  -2.0850
O  -0.8787  -1.2856  -1.3110
H  -1.2213  -3.3285  -1.4727
H  -1.5770  -2.3975  -2.9428
H  0.1116  -2.6801  -2.4147
H  -1.7932  -1.0596  -1.0625

⟨S²⟩: 0.76
ΔE to the lowest compared entry with this formula, charge and spin: 0.0 kcal per mole
Gap between HOMO and LUMO (alpha / beta): 8.713 / 6.455 eV
Multiplicity: 2

# C11H29BNO2P

A 2-piece molecular cluster, C11H29BNO2P overall (ωB97M-V with the def2-TZVPD basis set, the OMol25 dataset).

Element x y z (Å)
C  2.7332  -2.7368  1.2824
C  1.5709  -2.9508  0.3045
C  1.1665  -1.7352  -0.5452
C  1.2452  -0.3817  0.1335
C  1.0386  0.8220  -0.7600
N  0.2707  -0.2270  1.3164
B  0.6014  1.0991  2.0825
C  -0.1233  2.4380  1.8205
O  1.5948  0.9948  2.9930
P  -1.5966  -0.3732  1.0773
C  -1.9347  0.1233  -0.6359
C  -1.8197  -2.1931  1.0483
C  -3.3263  -2.4699  1.1879
H  3.2954  -3.6612  1.4124
H  3.4450  -1.9894  0.9290
H  2.3957  -2.4490  2.2836
H  0.7083  -3.3517  0.8421
H  1.8635  -3.7444  -0.3853
H  0.1686  -1.8976  -0.9560
H  1.8255  -1.6653  -1.4138
H  2.2474  -0.3328  0.5712
H  1.8485  1.5498  -0.7841
H  0.9038  0.5012  -1.7942
H  0.1063  1.3279  -0.5507
H  0.4980  -0.9870  1.9623
H  0.1338  3.1500  2.6058
H  -1.2080  2.3306  1.7877
H  0.1799  2.8688  0.8617
H  2.0949  0.1782  3.0188
H  -3.0152  -0.0360  -0.7262
H  -1.7548  1.1945  -0.8425
H  -1.4176  -0.4479  -1.4046
H  -1.2653  -2.6546  1.8688
H  -1.4714  -2.6213  0.1071
H  -3.8127  -2.4106  0.2146
H  -3.5028  -3.4593  1.6056
H  -3.8158  -1.7331  1.8290
C  0.4818  3.6073  -3.2995
C  -0.9517  3.3768  -2.7883
O  -1.0959  2.2537  -2.0453
H  0.7970  2.7634  -3.9209
H  0.5617  4.5218  -3.8972
H  1.1719  3.6945  -2.4528
H  -1.6037  3.3976  -3.6949
H  -1.2324  4.3157  -2.2487

ΔE to the lowest compared entry with this formula, charge and spin: 0.0 kcal per mole
Gap between HOMO and LUMO: 5.677 eV

# C11H29Cl2HoN2OP2S

C11H29Cl2HoN2OP2S as an isolated structure (ωB97M-V with the def2-TZVPD basis set, the OMol25 dataset).

Element x y z (Å)
C  1.2316  -0.0918  -6.9476
C  0.7893  0.3251  -5.5752
H  2.3222  -0.1071  -6.9877
H  0.8275  0.6071  -7.6854
H  0.8229  -1.0808  -7.1738
O  1.4608  0.6063  -4.6359
Cl  -1.0380  0.3693  -5.4535
Ho  -0.0003  -0.0053  -0.4480
P  -0.2193  2.2891  -0.6927
C  0.9227  3.3606  0.2586
C  -0.0085  2.8678  -2.4178
H  -0.2029  3.9427  -2.5010
H  -1.9615  3.9953  -0.4516
H  -0.7050  2.3102  -3.0492
H  -2.6213  2.3668  -0.8127
H  1.9543  3.1257  -0.0173
H  1.0113  2.6524  -2.7476
C  -1.8765  2.9240  -0.2387
H  0.7251  4.4193  0.0608
H  -2.0510  2.7462  0.8258
H  0.8011  3.1615  1.3268
P  -0.0001  -2.3225  -0.3953
C  1.2302  -3.1507  0.6806
C  -1.5937  -3.0476  0.1432
H  -0.4640  -2.6920  -2.7273
H  0.1875  -4.1851  -1.9764
H  1.2748  -2.8269  -2.3927
C  0.2779  -3.0949  -2.0329
H  -2.3832  -2.6393  -0.4929
H  -1.5766  -4.1403  0.0675
H  1.1330  -4.2398  0.6232
H  1.0836  -2.8267  1.7145
H  -1.7915  -2.7541  1.1776
H  2.2373  -2.8588  0.3708
Cl  -1.8101  -0.1912  -1.9914
C  1.5384  -0.3225  5.1934
N  1.0987  -0.6279  3.8483
C  -0.0003  -0.0053  3.1720
S  -0.0003  -0.0053  1.5520
N  -1.0905  0.6438  3.8367
C  -1.5427  0.3570  5.1814
H  0.9683  0.5054  5.6530
H  2.5940  0.0192  5.1564
H  1.4823  -1.2352  5.8225
H  1.7189  -1.2455  3.3046
H  -1.6911  1.2733  3.2823
H  -1.4728  1.2732  5.8040
H  -2.6043  0.0346  5.1414
H  -0.9880  -0.4781  5.6489

⟨S²⟩: 6.01
Gap between HOMO and LUMO (alpha / beta): 6.864 / 7.234 eV
Net charge: +2
Multiplicity: 5

# C11H29Cl2InOP

C11H29Cl2InOP as an isolated structure (ωB97M-V with the def2-TZVPD basis set, the OMol25 dataset).

Element x y z (Å)
In  -0.0553  0.2437  -1.2530
Cl  1.7375  -1.2169  -1.3919
Cl  -2.2083  -0.6972  -0.9517
H  0.3059  2.0465  -1.9317
H  0.0581  2.1910  -1.1152
P  0.0713  0.0440  -5.5507
C  1.7175  -0.5389  -6.2586
C  -1.0943  -0.8213  -6.7396
C  0.0778  1.7792  -6.2592
C  2.2828  -1.6283  -5.3440
H  2.3527  0.3527  -6.1193
C  1.7888  -0.9734  -7.7147
H  1.2253  -1.8953  -7.8847
H  2.8370  -1.1783  -7.9535
H  1.4268  -0.2082  -8.4042
H  2.2071  -1.3309  -4.2922
H  3.3432  -1.7810  -5.5909
H  1.7708  -2.5935  -5.4716
H  1.0736  2.1404  -5.9490
C  -0.9622  2.6326  -5.5285
C  -0.0296  1.9573  -7.7802
H  0.9087  1.6775  -8.2745
H  -0.2261  3.0193  -7.9965
H  -0.8582  1.3731  -8.2073
H  -0.8215  2.5950  -4.4419
H  -1.9875  2.3182  -5.7563
H  -0.8507  3.6762  -5.8520
C  -1.1191  -2.3276  -6.4428
H  -0.6850  -0.6482  -7.7524
C  -2.5145  -0.2600  -6.6418
H  -0.1743  -2.8210  -6.6950
H  -1.8968  -2.8007  -7.0633
H  -1.3456  -2.5238  -5.3819
H  -2.8486  -0.1762  -5.5963
H  -3.2030  -0.9287  -7.1770
H  -2.6022  0.7197  -7.1179
C  1.4131  -0.2285  2.8068
C  0.5644  -1.0829  1.8701
O  -0.2108  -0.1593  1.1099
H  2.1217  0.4044  2.2723
H  2.0093  -0.8522  3.4858
H  0.7609  0.4348  3.3929
H  1.1986  -1.6847  1.2091
H  -0.0232  -1.7798  2.4814
H  -1.1124  -0.4928  0.9283

Gap between HOMO and LUMO (alpha / beta): 3.961 / 3.829 eV
Net charge: -1

# C11H29MnN3S2

C11H29MnN3S2 as an isolated structure (ωB97M-V with the def2-TZVPD basis set, the OMol25 dataset).

Element x y z (Å)
Mn  -0.2772  -0.0086  0.2278
S  -0.9226  2.3420  -0.2274
S  -0.7965  -2.4203  -0.1148
C  -2.7643  2.3391  -0.2364
C  -0.6431  2.3677  -2.0393
C  -1.0991  1.1111  -2.7588
N  -0.5264  -0.0807  -2.0976
C  -1.0480  -1.3217  -2.7046
C  -0.5325  -2.5214  -1.9373
H  0.4390  2.5073  -2.1778
H  -1.1710  3.2433  -2.4270
H  -0.7653  1.1365  -3.8112
H  -2.1946  1.0164  -2.7536
H  -0.7186  -1.3800  -3.7546
H  -2.1448  -1.2778  -2.6970
H  0.5540  -2.6205  -2.0771
H  -1.0229  -3.4393  -2.2739
C  -2.6336  -2.4711  -0.0994
H  0.4795  -0.0652  -2.2857
H  -3.0889  -1.6387  -0.6489
H  -2.9504  -2.4410  0.9508
H  -2.9582  -3.4280  -0.5293
H  -3.1001  2.3453  0.8094
H  -3.1872  1.4739  -0.7623
H  -3.1021  3.2697  -0.7110
C  4.7074  0.1703  -1.4200
C  4.7281  0.2230  -0.0782
H  4.6824  1.0790  -2.0350
H  4.7624  -0.7809  -1.9649
H  4.7398  1.1825  0.4568
H  4.8419  -0.6856  0.5305
N  1.6153  0.1300  1.3691
C  1.5843  -0.7034  2.6004
C  0.8336  -0.0329  3.7500
C  -0.3992  0.7669  3.3499
N  -1.1921  0.0628  2.2943
H  1.7238  1.1147  1.6115
H  2.4164  -0.0908  0.7684
H  1.1052  -1.6577  2.3334
H  2.6089  -0.9283  2.9042
H  0.5357  -0.8077  4.4729
H  1.5297  0.6301  4.2842
H  -1.0249  0.9472  4.2348
H  -0.1338  1.7527  2.9509
H  -2.1066  0.4970  2.1655
H  -1.3834  -0.9069  2.5584

⟨S²⟩: 6.03
ΔE to the lowest compared entry with this formula, charge and spin: 29.8 kcal per mole
Gap between HOMO and LUMO (alpha / beta): 7.288 / 2.575 eV
Net charge: +3
Multiplicity: 5

# C11H29NP2Pd

C11H29NP2Pd as an isolated structure (ωB97M-V with the def2-TZVPD basis set, the OMol25 dataset).

Element x y z (Å)
Pd  0.3001  -0.0204  -0.3683
C  2.0103  2.9950  -0.7739
P  1.3241  1.8563  0.4510
C  2.6906  1.3959  1.5408
C  0.1675  2.8216  1.4743
C  -0.6597  1.8421  2.3041
P  -1.2822  0.5215  1.2079
C  -2.6980  1.2443  0.3414
C  -1.9745  -0.7193  2.3238
H  2.3181  3.9134  -0.2701
H  1.2674  3.2437  -1.5313
H  2.8961  2.5743  -1.2505
H  3.1613  2.2998  1.9319
H  3.4366  0.8204  0.9929
H  2.3326  0.7896  2.3724
H  -0.4662  3.4067  0.8039
H  0.7243  3.5270  2.0942
H  -1.5032  2.3275  2.7979
H  -0.0561  1.3740  3.0856
H  -3.4377  1.5786  1.0709
H  -3.1602  0.5041  -0.3111
H  -2.3881  2.0934  -0.2673
H  -2.6414  -0.2062  3.0197
H  -1.1899  -1.2187  2.8914
H  -2.5569  -1.4614  1.7784
C  0.0044  -3.1601  0.4971
C  -0.1229  -2.4848  -0.8404
C  0.8146  -3.0381  -1.8750
C  -1.6489  -1.2831  -2.5170
C  -1.2005  -1.6978  -1.1505
H  -0.1888  -4.2271  0.3657
H  -0.7052  -2.7775  1.2258
H  1.0156  -3.0790  0.9000
H  0.5307  -4.0834  -2.0298
H  1.8457  -3.0706  -1.5160
H  0.7679  -2.5592  -2.8480
H  -2.4252  -1.9640  -2.8700
H  -0.8531  -1.2938  -3.2610
H  -2.0773  -0.2798  -2.5147
H  -1.9742  -1.6139  -0.3921
N  1.7243  -0.1922  -1.9930
H  1.2270  -0.4329  -2.8483
H  2.4131  -0.9238  -1.8447
H  2.2378  0.6578  -2.1982

ΔE to the lowest compared entry with this formula, charge and spin: 0.0 kcal per mole
Gap between HOMO and LUMO: 9.264 eV
Net charge: +2

# C11H30BFN2O11PS3

A 4-piece molecular cluster, C11H30BFN2O11PS3 overall (ωB97M-V with the def2-TZVPD basis set, the OMol25 dataset).

Element x y z (Å)
N  -5.0723  -4.3706  2.2525
P  -4.5360  -4.9660  0.8676
B  -2.6347  -5.0744  0.5654
C  -1.8871  -5.8272  1.7648
O  -2.2826  -6.6400  2.5557
N  -0.4395  -5.4221  1.8457
C  0.0758  -4.8970  3.0032
O  0.4869  -3.7998  3.2283
F  0.1335  -5.8520  3.9624
H  -5.6766  -5.0236  2.7376
H  -5.1032  -6.2240  0.5480
H  -4.9926  -4.1943  -0.2287
H  -2.2443  -3.9313  0.4551
H  -2.4067  -5.6376  -0.4944
H  -0.2492  -4.7649  1.0964
O  -3.8108  -1.7556  0.5781
S  -4.0976  -0.6023  1.3645
O  -5.1721  0.2718  0.9892
O  -2.7589  0.2458  1.5218
C  -2.0399  0.5592  0.3058
C  -2.6395  1.6909  -0.4939
C  -4.2705  -1.0968  3.0372
H  -1.9488  -0.3516  -0.2866
H  -1.0438  0.8219  0.6587
H  -3.6156  1.4221  -0.8961
H  -1.9675  1.9176  -1.3199
H  -2.7683  2.5799  0.1261
H  -3.4351  -1.7450  3.2855
H  -5.2003  -1.6620  3.0817
H  -4.3076  -0.2119  3.6679
O  0.0890  0.7999  -2.0823
S  1.0573  0.3742  -3.0494
O  0.6442  -0.4859  -4.1147
O  2.2745  -0.2725  -2.2725
C  1.9516  -1.3090  -1.2965
C  1.5573  -2.6249  -1.9247
C  1.9065  1.7622  -3.7051
H  1.1726  -0.9282  -0.6359
H  2.8685  -1.4013  -0.7188
H  0.6154  -2.5479  -2.4641
H  1.4399  -3.3684  -1.1360
H  2.3241  -2.9637  -2.6220
H  2.2257  2.3995  -2.8831
H  1.1988  2.2863  -4.3443
H  2.7549  1.4092  -4.2853
O  2.9979  3.9409  -0.9897
S  3.0349  5.0672  -0.1049
O  2.5311  6.3230  -0.5681
O  4.5193  5.2434  0.4235
C  5.5751  5.3100  -0.5699
C  5.6204  6.6317  -1.3025
C  2.2883  4.6554  1.4282
H  5.4594  4.4681  -1.2532
H  6.4802  5.1495  0.0119
H  4.7361  6.7792  -1.9194
H  6.5012  6.6480  -1.9455
H  5.6824  7.4599  -0.5967
H  2.6915  3.7075  1.7725
H  1.2210  4.5717  1.2329
H  2.4860  5.4557  2.1360

Gap between HOMO and LUMO: 5.853 eV
Net charge: -1

no.,strongest force on any atom (eV/A)
1,1.90
2,6.14
3,1.37
4,1.05
5,11.72
6,3.60
7,4.25
8,0.35
9,0.83